[1]
Density functional theory data (wB97M-V/def2-TZVPD) for a cluster of 12 separate species, C18H64N8O12 in total.

- electronic energy (hartree) = -2065.1900
- E_LUMO (eV) = 0.284
- SMILES = COC[C@H](C)N.COC[C@H](C)N.COC[C@H](C)N.COC[C@H](C)N.NC(N)=O.NC(N)=O.O.O.O.O.O.O
- highest occupied orbital energy (eV) = -9.54
- strongest force on any atom (eV Å⁻¹) = 1.66
- net charge = 0

Element x y z (Å)
1 C -21.026 -5.951 -5.948
2 C -19.909 -5.164 -6.603
3 C -19.179 -6.001 -7.624
4 O -18.688 -7.190 -7.055
5 C -18.161 -8.062 -8.029
6 N -20.404 -3.957 -7.355
7 H -20.580 -6.677 -5.269
8 H -21.712 -6.424 -6.649
9 H -21.629 -5.258 -5.349
10 H -19.207 -4.796 -5.851
11 H -18.371 -5.430 -8.109
12 H -19.878 -6.272 -8.438
13 H -17.926 -9.001 -7.531
14 H -17.220 -7.647 -8.412
15 H -18.860 -8.248 -8.849
16 H -20.981 -3.486 -6.661
17 H -21.089 -4.393 -7.975
18 C -17.554 -1.923 -7.562
19 C -17.375 -2.027 -9.076
20 C -16.174 -2.931 -9.363
21 O -14.972 -2.295 -8.991
22 C -14.397 -1.516 -10.002
23 N -18.588 -2.663 -9.635
24 H -18.503 -1.426 -7.352
25 H -16.722 -1.425 -7.062
26 H -17.660 -2.903 -7.089
27 H -17.151 -1.085 -9.569
28 H -16.152 -3.219 -10.427
29 H -16.243 -3.878 -8.819
30 H -14.882 -0.536 -10.146
31 H -14.466 -2.014 -10.975
32 H -13.374 -1.296 -9.704
33 H -18.883 -3.394 -8.986
34 H -19.373 -2.023 -9.523
35 C -23.226 0.496 -11.700
36 C -24.702 0.182 -11.796
37 C -25.454 0.983 -10.726
38 O -24.951 0.819 -9.420
39 C -25.485 1.825 -8.548
40 N -25.221 0.530 -13.110
41 H -22.779 -0.098 -10.905
42 H -22.981 1.539 -11.481
43 H -22.717 0.220 -12.623
44 H -24.822 -0.883 -11.598
45 H -26.534 0.786 -10.792
46 H -25.321 2.033 -11.038
47 H -26.571 1.770 -8.630
48 H -25.084 2.798 -8.842
49 H -25.141 1.566 -7.551
50 H -26.227 0.660 -13.110
51 H -24.832 1.421 -13.403
52 C -22.120 0.572 -7.466
53 C -20.678 0.917 -7.778
54 C -20.439 0.657 -9.254
55 O -19.073 0.745 -9.561
56 C -18.880 0.454 -10.920
57 N -20.426 2.309 -7.358
58 H -22.433 -0.424 -7.783
59 H -22.838 1.322 -7.815
60 H -22.376 0.604 -6.398
61 H -20.038 0.279 -7.162
62 H -21.028 1.404 -9.813
63 H -20.890 -0.313 -9.513
64 H -18.862 -0.616 -11.149
65 H -17.892 0.781 -11.268
66 H -19.574 1.009 -11.558
67 H -21.206 2.858 -7.716
68 H -19.620 2.679 -7.856
69 O -23.146 -3.549 -13.570
70 H -22.700 -4.125 -14.198
71 H -23.129 -4.037 -12.738
72 O -18.805 -3.444 -12.271
73 H -18.081 -2.952 -12.668
74 H -18.698 -3.327 -11.292
75 O -23.551 -4.213 -8.059
76 H -23.927 -3.354 -8.338
77 H -24.014 -4.448 -7.250
78 O -22.993 -5.346 -10.593
79 H -22.649 -6.231 -10.439
80 H -23.388 -5.081 -9.743
81 O -21.587 -2.827 -10.737
82 H -20.872 -3.046 -11.347
83 H -22.065 -3.662 -10.609
84 O -24.002 -1.922 -9.451
85 H -23.192 -1.919 -9.986
86 H -24.193 -0.987 -9.275
87 C -20.278 -0.474 -15.242
88 O -19.081 -0.284 -15.148
89 N -20.975 -0.151 -16.386
90 N -21.025 -1.061 -14.259
91 H -21.932 -0.430 -16.498
92 H -20.393 0.047 -17.177
93 H -22.013 -1.210 -14.362
94 H -20.543 -1.389 -13.443
95 C -18.961 -7.259 -11.479
96 O -19.299 -8.410 -11.695
97 N -19.839 -6.198 -11.447
98 N -17.661 -6.905 -11.227
99 H -19.504 -5.277 -11.687
100 H -20.780 -6.412 -11.724
101 H -17.322 -5.966 -11.122
102 H -16.981 -7.642 -11.221

Atomic partial charges in e from the Löwdin method, atoms 1 to 6: number 1, C, carries -0.057; number 2, C, carries -0.415; number 3, C, carries -0.237; number 4, O, carries -0.176; number 5, C, carries -0.102; number 6, N, carries 0.054

---

[2]
Density functional theory data (wB97M-V/def2-TZVPD) for a cluster of 27 separate species, C18H86N2O27 in total.

- electronic energy (hartree) = -2878.3985
- E_LUMO (eV) = 2.825
- highest occupied orbital energy (eV) = 0.15
- strongest force on any atom (eV Å⁻¹) = 1.48
- net charge = -2

Element x y z (Å)
1 C -1.632 1.526 -3.329
2 C -1.251 1.850 -4.780
3 C -0.252 0.776 -5.261
4 C -0.868 -0.532 -5.720
5 C -2.033 -0.332 -6.669
6 C -3.013 0.761 -6.208
7 N -2.312 1.929 -5.747
8 O -3.172 3.002 -5.491
9 C -4.023 0.176 -5.206
10 C -3.761 1.195 -7.467
11 C -0.452 3.133 -4.752
12 H -2.508 2.066 -2.966
13 H -0.802 1.722 -2.632
14 H -1.786 0.459 -3.097
15 H 0.398 0.547 -4.408
16 H 0.378 1.200 -6.047
17 H -1.288 -1.074 -4.859
18 H -0.065 -1.185 -6.083
19 H -2.605 -1.257 -6.816
20 H -1.671 -0.087 -7.677
21 H -4.400 -0.820 -5.492
22 H -4.924 0.791 -5.170
23 H -3.611 0.074 -4.203
24 H -4.083 0.335 -8.074
25 H -3.102 1.806 -8.082
26 H -4.640 1.769 -7.177
27 H 0.502 2.997 -4.236
28 H -0.998 3.979 -4.333
29 H -0.256 3.497 -5.769
30 C 0.539 2.583 1.845
31 C 0.897 1.197 1.344
32 C 2.301 0.903 1.884
33 C 2.804 -0.526 1.745
34 C 1.745 -1.491 2.263
35 C 0.297 -1.198 1.830
36 N 0.015 0.222 2.034
37 O -1.353 0.472 1.774
38 C -0.554 -2.013 2.798
39 C 0.098 -1.756 0.410
40 C 0.880 1.139 -0.194
41 H 0.241 2.594 2.892
42 H -0.329 2.972 1.303
43 H 1.353 3.269 1.595
44 H 2.329 1.160 2.944
45 H 2.979 1.585 1.363
46 H 3.773 -0.633 2.243
47 H 3.055 -0.764 0.700
48 H 1.844 -1.501 3.356
49 H 2.017 -2.512 1.970
50 H -0.604 -1.558 3.792
51 H -0.046 -2.964 3.016
52 H -1.554 -2.245 2.437
53 H 0.964 -2.338 0.075
54 H -0.131 -1.067 -0.394
55 H -0.673 -2.537 0.370
56 H 1.534 0.314 -0.476
57 H 1.306 2.078 -0.562
58 H -0.147 1.094 -0.544
59 O -4.692 0.602 1.385
60 H -4.076 0.126 0.797
61 H -4.998 -0.081 1.989
62 O 1.974 6.706 1.642
63 H 2.735 6.215 1.299
64 H 1.401 6.022 2.002
65 O 4.823 2.512 2.721
66 H 4.351 2.364 3.557
67 H 5.416 1.758 2.637
68 O 0.136 -5.481 0.944
69 H -0.686 -5.094 0.584
70 H -0.159 -6.176 1.537
71 O -2.312 1.438 4.445
72 H -3.020 0.982 4.907
73 H -2.146 0.893 3.647
74 O -0.025 4.439 -1.363
75 H -0.171 5.109 -0.688
76 H -0.634 3.725 -1.116
77 O 2.860 0.560 -3.528
78 H 3.084 -0.188 -2.961
79 H 2.137 1.005 -3.072
80 O 3.471 -5.239 1.861
81 H 2.869 -4.988 1.140
82 H 3.578 -6.188 1.760
83 O 4.707 -0.891 -1.606
84 H 4.593 -0.097 -1.071
85 H 5.533 -0.748 -2.078
86 O -0.146 3.124 5.523
87 H -0.773 2.707 4.911
88 H 0.179 2.374 6.027
89 O 2.334 -1.623 6.352
90 H 2.407 -0.832 6.891
91 H 1.874 -1.314 5.556
92 O -2.628 3.796 2.553
93 H -2.271 2.951 2.851
94 H -2.373 3.842 1.624
95 O -1.772 -2.111 -2.360
96 H -1.974 -2.073 -3.301
97 H -0.822 -1.909 -2.310
98 O -1.612 -5.356 4.014
99 H -1.722 -4.545 3.496
100 H -0.721 -5.654 3.811
101 O 3.179 1.907 5.182
102 H 2.257 1.576 5.138
103 H 3.388 1.947 6.118
104 O 1.152 -2.337 -2.623
105 H 1.909 -2.634 -2.102
106 H 1.243 -2.772 -3.476
107 O -3.732 -1.010 3.513
108 H -3.176 -1.461 4.156
109 H -3.189 -0.995 2.711
110 O 7.047 0.074 3.136
111 H 7.468 -0.761 2.913
112 H 6.251 -0.183 3.616
113 O 2.148 -4.556 -0.639
114 H 1.343 -4.855 -0.166
115 H 2.145 -5.056 -1.460
116 O 4.223 4.760 1.274
117 H 4.353 3.914 1.744
118 H 5.090 5.172 1.266
119 O -2.908 -1.109 0.002
120 H -2.166 -0.696 0.512
121 H -2.508 -1.294 -0.863
122 O -2.346 2.544 -0.200
123 H -2.517 2.078 -1.030
124 H -2.103 1.837 0.446
125 O -2.003 -4.725 -0.739
126 H -2.719 -5.310 -0.471
127 H -2.384 -3.832 -0.744
128 O -3.454 -3.954 2.152
129 H -3.810 -3.782 1.274
130 H -3.651 -4.881 2.328
131 O 0.814 0.392 4.840
132 H 0.014 0.038 5.244
133 H 0.562 0.524 3.880

Atomic partial charges in e from the Löwdin method, atoms 1 to 6: number 1, C, carries -0.044; number 2, C, carries -0.536; number 3, C, carries -0.144; number 4, C, carries -0.186; number 5, C, carries -0.160; number 6, C, carries -0.549

---

[3]
Density functional theory data (wB97M-V/def2-TZVPD) for a structure of composition C18H8AgF5N2Se.

- electronic energy (hartree) = -3847.9703
- E_LUMO (eV) = -1.070
- highest occupied orbital energy (eV) = -7.02
- strongest force on any atom (eV Å⁻¹) = 2.57
- net charge = 0

Element x y z (Å)
1 Ag -0.606 0.020 -0.039
2 C 3.191 0.015 -2.334
3 C 1.870 0.209 -1.977
4 N 1.434 0.257 -0.700
5 C 2.365 0.179 0.267
6 C 3.766 0.050 -0.001
7 C 4.177 -0.055 -1.346
8 C 4.667 -0.007 1.080
9 C 4.272 0.050 2.382
10 C 2.910 0.135 2.708
11 C 2.426 0.152 4.023
12 C 1.085 0.230 4.295
13 C 0.193 0.228 3.223
14 N 0.601 0.249 1.952
15 C 1.912 0.224 1.651
16 H 3.460 -0.096 -3.386
17 H 1.116 0.274 -2.737
18 H 5.175 -0.261 -1.616
19 H 5.697 -0.121 0.830
20 H 4.963 -0.017 3.219
21 H 3.127 0.034 4.847
22 H 0.734 0.191 5.332
23 H -0.903 0.182 3.410
24 F -6.488 0.190 -4.271
25 C -5.639 -0.046 -3.245
26 C -4.415 0.622 -3.198
27 F -4.023 1.435 -4.182
28 C -3.602 0.478 -2.076
29 F -2.505 1.273 -1.978
30 C -3.958 -0.369 -1.028
31 Se -2.872 -0.636 0.481
32 C -5.213 -1.000 -1.090
33 F -5.667 -1.681 -0.003
34 C -6.033 -0.871 -2.198
35 F -7.217 -1.518 -2.296

Atomic partial charges in e from the Löwdin method, atoms 1 to 6: number 1, Ag, carries 0.500; number 2, C, carries -0.037; number 3, C, carries -0.102; number 4, N, carries -0.001; number 5, C, carries -0.145; number 6, C, carries -0.141

---

- Which of these has the lowest highest occupied orbital energy?
  C18H64N8O12